The following is a quantum chemistry calculation of one molecule with the formula C19H19N3O3S, from the OMol25 dataset.

The geometry in XYZ format:
```
45
Properties=species:S:1:pos:R:3:forces:R:3:lowdin_charge:R:1
S -1.00863 -3.56653 -0.01715 0.27 -0.27 0.30 1.033
O 1.01702 -2.70909 2.99417 0.06 -0.09 0.28 0.079
O -0.84474 1.02860 0.49150 0.30 -0.34 0.48 -0.105
O -0.08735 -1.41112 -1.34403 -0.12 0.04 -0.19 0.029
N -1.76353 -0.96095 -2.69056 0.81 1.36 -0.66 0.104
N -2.10163 -2.04517 -1.97265 -0.03 -1.36 1.15 0.047
N 0.26279 -1.08127 1.58383 -0.20 0.53 -0.36 0.148
C 0.65606 -3.28469 0.70186 -0.36 -0.03 -0.07 -0.330
C -0.24930 2.34009 3.89621 0.08 -0.13 0.16 -0.049
C 0.17194 0.55300 -2.77705 0.50 0.38 -0.03 -0.171
C 0.10796 0.03912 2.40880 -0.03 0.09 0.09 -0.128
C 1.56958 2.80241 -3.65427 -0.04 -0.05 0.08 -0.273
C 1.37765 0.90775 -2.17509 -0.22 -0.13 -0.07 -0.010
C -0.64541 2.31764 2.56604 -0.06 -0.07 -0.33 -0.016
C -0.57951 -0.58631 -2.31675 -0.85 -0.41 -0.12 -0.303
C 2.06301 2.02286 -2.61400 0.00 0.10 -0.09 -0.032
C -1.10542 -2.29481 -1.18149 -0.28 0.20 -0.37 -0.679
C -0.33370 1.32960 -3.82083 0.05 -0.18 0.15 -0.014
C -0.47735 1.17209 1.81059 0.00 0.00 0.03 -0.201
C -1.54162 2.08680 -0.12101 -0.15 0.22 -0.20 -0.067
C 2.32505 3.99737 -4.14446 0.04 -0.02 -0.06 -0.049
C 0.49499 0.07684 3.73554 -0.02 0.01 -0.04 0.035
C 0.31689 1.22845 4.49582 -0.12 0.21 -0.12 -0.278
C 0.36342 2.43860 -4.24933 0.07 0.00 0.07 -0.032
C 0.74976 1.24629 5.92978 0.05 -0.02 -0.03 -0.051
C 0.66040 -2.33176 1.90163 0.04 -0.29 -0.46 -0.520
H 1.64445 4.80499 -4.40491 0.01 0.09 -0.02 0.080
H -0.90608 2.97140 -0.22967 -0.03 -0.02 0.03 0.102
H -0.39305 3.24540 4.46722 -0.02 0.09 0.08 0.109
H -1.82508 1.72615 -1.10899 0.00 0.07 0.06 0.086
H 0.93187 -0.80354 4.17732 0.02 -0.07 0.00 0.112
H 1.83740 1.22877 5.99387 0.07 0.01 0.09 0.083
H 3.02708 4.35181 -3.39396 0.05 0.07 0.01 0.077
H -2.44299 2.34613 0.44151 0.04 -0.01 -0.01 0.102
H 0.98495 -4.26506 1.04445 0.00 0.12 -0.01 0.085
H -1.08556 3.20219 2.13411 -0.05 0.05 -0.09 0.104
H 1.76910 0.31507 -1.36180 0.03 -0.04 0.08 0.118
H -0.00940 -0.88626 0.62982 0.09 -0.22 0.09 0.103
H 2.99585 2.29400 -2.14104 0.08 0.04 0.04 0.114
H -1.26954 1.04301 -4.27354 -0.10 0.00 -0.08 0.116
H 0.38913 2.13864 6.43474 0.00 0.04 0.08 0.073
H 0.37338 0.36860 6.45102 -0.01 -0.03 0.11 0.081
H 2.88907 3.73571 -5.04028 0.06 0.06 -0.05 0.087
H -0.02936 3.03748 -5.05797 -0.05 0.06 -0.08 0.115
H 1.31530 -2.93061 -0.08984 0.05 -0.06 0.06 0.089
```
Forces are in eV/Å.

Properties
Gap between HOMO and LUMO: 8.4 eV
Relative energy (zero: lowest compared OMol25 entry of this formula, charge and spin): 174.43 kJ/mol
Highest occupied orbital energy: -0.3006 hartree
Strongest force on any atom: 1.78 eV Å⁻¹